(1)
2 unconnected molecules or ions with the total composition C9H20S2 at a distorted geometry. Source: OMol25; level of theory: ωB97M-V/def2-TZVPD.

Structure (XYZ):
```
31
Properties=species:S:1:pos:R:3:forces:R:3
C 1.9238 0.2058 -0.9454 -1.106 0.460 2.830
C 1.0913 -1.3410 -2.7750 -2.009 -1.012 0.620
C -0.2596 0.5469 -2.1528 -0.589 2.609 3.168
C 0.3018 2.1709 1.9515 -0.528 0.873 -3.622
C -0.2683 -0.2390 2.7589 -1.377 0.098 0.731
C -2.0373 1.0552 1.4071 0.965 1.538 -0.521
C 0.7078 -0.4426 -1.5471 -0.239 -0.503 -2.994
C -0.6563 1.0300 2.0003 0.232 -1.395 -0.569
C -0.0146 -1.2551 -0.5688 -1.895 -2.163 1.777
S -1.7721 -1.6369 -0.7222 0.434 1.307 -1.962
S 0.7924 -2.5038 0.3333 1.220 0.380 0.537
H 1.4553 0.7738 -0.0100 1.559 -1.725 -1.173
H 2.2844 1.0716 -1.4468 0.554 0.251 -1.265
H 2.7069 -0.5825 -0.7770 -0.578 1.155 0.374
H 1.6977 -2.1971 -2.4800 0.099 0.072 -0.158
H 0.1134 -1.7104 -3.2275 1.175 0.124 0.583
H 1.5258 -0.7556 -3.5420 0.885 0.602 -0.656
H -0.0222 0.9022 -3.1155 0.746 0.527 -1.030
H -1.2725 0.2016 -2.2091 -0.471 -0.466 -0.119
H -0.3279 1.4377 -1.3897 0.050 -1.195 -1.556
H 0.0712 3.0721 1.2608 -0.562 -1.366 1.272
H 0.6072 2.5400 2.8524 0.176 1.196 3.004
H 1.2858 1.9858 1.5419 0.473 -1.077 -0.350
H 0.8354 -0.4838 2.7277 -1.246 0.446 0.489
H -0.7370 -0.0252 3.8241 1.460 -0.823 -1.424
H -0.8310 -1.1743 2.3884 0.822 1.503 0.382
H -2.8012 0.6699 2.0777 -0.171 0.045 -0.002
H -2.1136 0.5874 0.4298 0.086 -0.878 0.149
H -2.2307 2.0773 1.0584 -0.443 0.211 0.766
H -2.1041 -2.4252 0.2675 0.620 -0.460 1.003
H 0.0483 -3.5557 0.0290 -0.341 -0.336 -0.283
```
Positions in Å, forces in eV/Å.

## Properties
E_HOMO (spin up / spin down) = -6.752 / -7.159 eV
energy relative to the best compared isomer or geometry (same formula, charge and spin) = 120.98 kcal/mol
HOMO-LUMO gap (spin up / spin down) = 0.248 / 0.281 Ha
E_LUMO (spin up / spin down) = 0.00 / 0.50 eV


(2)
3 unconnected molecules or ions with the total composition C9H21BINO2 at a distorted geometry. Source: OMol25; level of theory: ωB97M-V/def2-TZVPD.

Structure (XYZ):
```
35
Properties=species:S:1:pos:R:3:forces:R:3
C 2.7052 0.4517 1.7599 0.358 0.161 0.005
C 2.1737 1.8740 1.7402 -0.090 -0.169 -0.270
I 2.2683 2.6946 3.7333 0.000 0.008 0.112
C 0.7514 2.0428 1.1625 -0.250 0.282 -0.110
B -0.1526 0.7705 1.3787 -0.122 -0.237 -0.208
N -1.3085 0.7909 2.2193 0.773 0.748 0.438
H 2.7372 0.0936 0.7302 -0.191 -0.163 0.056
H 3.7270 0.4358 2.1409 -0.009 0.028 0.053
H 2.1113 -0.2104 2.3893 -0.070 -0.029 -0.104
H 2.8648 2.4872 1.1690 0.026 0.149 0.158
H 0.8604 2.2893 0.1012 0.041 -0.211 -0.050
H 0.2816 2.9123 1.6281 0.041 0.087 -0.095
H 0.1040 -0.2647 0.8358 0.163 -0.076 0.247
H -1.5049 1.7207 2.5766 0.007 -0.093 0.175
H -1.2195 0.1734 3.0198 -0.632 -0.473 -0.351
C -5.2327 -1.9136 -0.4718 0.005 -0.079 0.005
C -4.3995 -2.4560 0.6684 -0.044 0.104 -0.064
C -3.7939 -1.4329 1.5957 0.033 -0.185 0.057
O -4.2299 -3.6427 0.8176 0.012 -0.013 0.018
H -5.6145 -2.7347 -1.0729 -0.004 0.000 -0.005
H -6.0650 -1.3251 -0.0811 0.017 0.022 0.002
H -4.6283 -1.2506 -1.0937 -0.003 0.021 0.019
H -4.5786 -0.8308 2.0579 0.003 0.040 -0.044
H -3.1344 -0.7567 1.0515 -0.048 0.037 -0.006
H -3.2208 -1.9381 2.3698 -0.008 0.002 0.010
C 1.6941 -0.0724 -3.8184 -0.042 0.016 0.060
C 2.6362 0.1401 -2.6589 0.019 -0.030 -0.072
C 4.1106 0.0091 -2.9541 -0.007 0.015 0.075
O 2.2298 0.4002 -1.5503 -0.002 0.056 -0.035
H 0.6665 0.0452 -3.4852 -0.005 -0.001 -0.003
H 1.9094 0.6453 -4.6123 0.020 -0.017 -0.010
H 1.8335 -1.0715 -4.2351 0.021 0.009 -0.015
H 4.4045 0.7296 -3.7196 -0.008 -0.017 -0.020
H 4.3271 -0.9873 -3.3438 -0.007 0.008 -0.025
H 4.6866 0.1811 -2.0487 0.005 0.000 0.001
```
Positions in Å, forces in eV/Å.

## Properties
structure (SMILES) = C[C@H](I)CBN.CC(C)=O.CC(C)=O
E_HOMO = -9.148 eV
energy relative to the best compared isomer or geometry (same formula, charge and spin) = 23.70 kcal/mol
HOMO-LUMO gap = 0.356 Ha
E_LUMO = 0.54 eV


(3)
C9H21BN2O3 in the gas phase at a distorted geometry. Source: OMol25; level of theory: ωB97M-V/def2-TZVPD.

Structure (XYZ):
```
36
Properties=species:S:1:pos:R:3:forces:R:3
C -0.6547 -0.0094 4.0773 -0.366 0.487 0.609
C -1.6853 -0.1531 2.9655 -1.591 1.255 1.051
C -1.8774 1.1717 2.1550 0.998 -0.150 -1.788
C -0.5453 1.9403 1.5921 -2.016 -2.735 1.295
C 0.2742 0.9241 0.8164 1.201 0.771 -0.494
N -0.1208 0.7223 -0.6268 0.391 -1.207 1.358
C 0.2101 -0.4619 -1.2057 -1.646 1.614 -2.876
O 0.8983 -1.3126 -0.7136 0.601 -0.895 1.717
C -0.2316 -0.5892 -2.7117 0.738 2.018 -0.023
N 0.8639 0.0320 -3.5143 -0.210 2.062 0.018
C -0.4452 -1.9522 -3.1559 1.547 -2.448 0.000
C 0.9283 -2.7850 -3.1063 -0.846 -0.460 -1.003
B 1.8423 1.2649 0.7760 0.029 -0.301 -0.959
O 2.6933 0.4158 0.1322 0.022 0.974 0.378
O 2.1861 2.4707 1.2496 0.552 1.714 0.607
H 0.3319 0.1719 3.6814 0.327 1.032 -0.273
H -0.4180 -0.9353 4.5423 -0.510 -1.161 0.676
H -0.9564 0.6955 4.8985 0.479 -0.377 -0.968
H -2.7208 -0.4371 3.4017 1.600 0.494 -0.601
H -1.4016 -0.9960 2.3768 0.160 -0.445 -0.861
H -2.6014 1.0105 1.3390 0.418 -0.269 -0.063
H -2.3638 1.9224 2.7027 -0.755 0.825 1.453
H -0.8330 2.8179 1.0282 0.055 0.220 -0.046
H -0.0462 2.2072 2.5336 0.307 0.263 -0.685
H 0.2092 -0.0418 1.2992 -0.349 -0.366 -0.019
H -0.7238 1.3528 -1.1117 -0.283 0.240 -0.042
H -1.1611 -0.0522 -2.8503 -0.487 0.451 0.186
H 0.6184 0.3090 -4.5140 -0.047 -0.799 1.843
H 1.0165 0.9421 -3.0231 0.312 -0.793 -0.905
H -0.9754 -1.9607 -4.0928 0.339 0.012 -0.879
H -1.1933 -2.3690 -2.5183 -0.319 -0.777 0.862
H 1.4550 -2.5053 -2.2036 0.213 0.137 -0.391
H 1.5872 -2.6776 -4.0193 -0.904 0.163 1.046
H 0.7404 -3.8651 -2.9738 -0.216 0.360 -0.300
H 2.0983 -0.2283 -0.2770 0.553 -0.937 0.035
H 3.0020 2.9606 1.0507 -0.297 -0.973 0.042
```
Positions in Å, forces in eV/Å.

## Properties
structure (SMILES) = CCCC[C@@H](NC(=O)[C@@H](N)CC)B(O)O
E_HOMO = -9.346 eV
HOMO-LUMO gap = 0.362 Ha
E_LUMO = 0.50 eV


(4)
A molecular structure, C9H21Br2ClO2SSb at a distorted geometry. Source: OMol25; level of theory: ωB97M-V/def2-TZVPD.

Structure (XYZ):
```
37
Properties=species:S:1:pos:R:3:forces:R:3
C -1.8537 2.0817 1.6678 0.965 -1.218 0.591
C -2.6997 0.6757 1.3377 -1.448 1.663 -0.079
C -2.5995 0.2065 -0.2284 -1.062 -0.976 0.381
C -1.5732 -1.0455 -0.5348 -2.639 -0.300 -1.062
C -1.5522 -1.3283 -2.1401 -1.553 -0.874 0.197
Sb 0.3467 -1.0361 0.5300 -2.985 0.787 -0.716
Cl 0.3316 -3.5026 0.3586 -0.270 -0.125 0.868
C 1.6298 -1.0090 -1.2630 3.324 0.574 -0.376
Br 1.6453 -2.7827 -2.2883 0.362 1.749 -0.225
C 1.6022 0.2821 -2.2296 -1.244 -0.729 -1.213
C 0.6359 1.5245 -1.8987 -0.067 1.863 -0.122
Br 3.4866 1.0619 -2.3575 -0.940 -0.345 -0.003
S 2.3809 -1.2224 1.9409 2.717 -4.973 4.370
C 2.9982 0.5077 2.2982 -0.355 1.956 0.703
O 3.4351 -2.2026 1.3849 -1.862 3.353 0.384
O 1.9379 -1.8191 3.3342 0.659 2.713 -3.609
H -1.1292 1.8504 2.5840 -1.490 0.636 -1.907
H -2.5556 2.9622 1.9855 1.345 -1.651 -0.854
H -1.1380 2.3360 0.7596 -1.713 -0.276 1.877
H -2.5202 -0.1641 2.1305 -0.021 1.552 -1.769
H -3.8394 1.0044 1.4948 2.342 -0.838 -0.325
H -3.6833 -0.2339 -0.4794 2.264 0.941 0.341
H -2.4863 1.1287 -0.9373 0.086 -1.581 1.379
H -2.1664 -1.9873 -0.0883 1.570 1.973 -0.806
H -0.9665 -0.5724 -2.8010 -0.767 -1.539 1.284
H -2.6884 -1.2641 -2.5069 2.272 -0.026 0.689
H -1.2584 -2.4637 -2.3047 -0.214 2.622 0.122
H -0.5532 -1.0693 2.0331 0.583 -0.397 -0.178
H 0.3813 0.7349 0.7202 0.389 -0.535 -0.249
H 2.7481 -1.0215 -0.8273 -2.617 -0.168 -0.795
H 1.3811 -0.1000 -3.3387 0.510 0.947 2.516
H 0.7142 2.2992 -2.8039 -0.095 -1.778 1.837
H -0.5003 1.2897 -1.7777 2.234 -0.041 -0.217
H 0.9422 2.1651 -0.9385 -0.447 -1.736 -2.080
H 2.1071 1.2540 2.0231 1.858 -1.751 0.453
H 3.1237 0.6134 3.4736 0.021 -0.503 -2.586
H 3.9357 0.8464 1.6873 -1.714 -0.971 1.176
```
Positions in Å, forces in eV/Å.

## Properties
E_HOMO = -5.121 eV
HOMO-LUMO gap = 0.286 Ha
E_LUMO = 2.66 eV
charge = -1